A) ORCA calculation (ωB97M-V with the def2-TZVPD basis set) on one molecule with the formula CH5N3OS.

Each line ends with the natural charge from an NBO analysis.
Geometry (Å):
C -0.0231 -0.3777 0.2843  -0.0912
N -1.1712 -0.1171 -0.4609  -0.3320
N 0.9096 0.7386 0.2812  -0.8265
N -2.3196 0.0828 -0.0232  -0.4778
O 2.9271 -0.9237 0.0475  -0.7996
S 2.5915 0.4941 -0.2559  1.0737
H -0.4524 -0.4377 1.3418  0.2059
H 0.5981 -1.2132 -0.0858  0.2119
H -0.8540 0.1818 -1.4239  0.3366
H 0.7645 1.2418 1.0602  0.3781
H -2.9705 0.3302 -0.7652  0.3211

For the HOMO-LUMO gap (alpha / beta), the calculation gives 9.9 / 5.8 eV. For the HOMO energy (alpha / beta), the calculation gives -8.938 / -6.983 eV.

B) ORCA calculation (ωB97M-V with the def2-TZVPD basis set) on one molecule with the formula CH5N3OS.

Each line ends with the natural charge from an NBO analysis.
Geometry (Å):
H 1.7655 -0.3927 1.4369  0.3427
N 0.7431 -0.5658 1.3340  -0.7310
C 0.3191 -0.0175 0.2942  0.5250
N 1.0305 0.5809 -0.7536  -0.3377
O 0.3909 0.5085 -1.9820  -0.5507
N -1.0315 -0.0695 -0.0325  -0.7966
S -2.2127 -0.6385 1.0229  0.2084
H 1.9583 0.2027 -0.8107  0.3595
H -0.0298 -0.3426 -2.0503  0.4639
H -1.2622 0.7500 -0.5612  0.4019
H -1.6713 -0.0155 2.1022  0.1146

For the HOMO-LUMO gap, the calculation gives 9.8 eV. As for the structure (SMILES): [H]/N=C(\NO)NS. For the HOMO energy, the calculation gives -9.118 eV.

Least stable = A)

A) ORCA calculation (ωB97M-V with the def2-TZVPD basis set) on one molecule with the formula C3H8O4.

Each line ends with the natural charge from an NBO analysis.
Geometry (Å):
O 1.3949 0.6082 1.3931  -0.7208
C 1.7940 0.0805 0.1515  -0.0847
C 0.6819 0.0849 -0.9055  -0.0977
O -0.3869 -0.7717 -0.5420  -0.5683
C -1.6390 -0.1412 -0.2219  0.6194
O -2.5868 -1.1232 -0.1450  -0.6980
O -1.4461 0.5530 0.9486  -0.7303
H 1.0462 1.4998 1.2632  0.4722
H 2.6565 0.6295 -0.2511  0.1632
H 2.0928 -0.9503 0.3520  0.1871
H 0.3136 1.1071 -1.0507  0.1717
H 1.0897 -0.2836 -1.8525  0.1895
H -1.9637 0.5764 -0.9887  0.1351
H -2.2347 -1.8546 0.3847  0.4758
H -0.8123 -0.0148 1.4643  0.4858

For the HOMO-LUMO gap, the calculation gives 11.0 eV. As for the structure (SMILES): OCCOC(O)O. For the HOMO energy, the calculation gives -10.141 eV.

B) ORCA calculation (ωB97M-V with the def2-TZVPD basis set) on C3H8O4 as an isolated structure.

Each line ends with the natural charge from an NBO analysis.
Geometry (Å):
C -0.1970 0.1060 -0.1716  0.6396
C 0.1008 -1.0298 0.6293  -0.0876
C -0.9350 1.2928 0.3467  -0.7008
O 1.6330 0.2545 0.7349  -0.4742
O 2.6433 -0.3519 -0.0872  -0.4819
O 0.0917 0.0280 -1.4726  -0.6395
O -1.5950 -1.4214 0.1365  -0.8747
H 2.7181 0.2709 -0.8243  0.4457
H -0.2215 0.8161 -1.9353  0.4916
H -1.5206 -1.9255 -0.6855  0.4529
H 0.6985 -1.8248 0.2096  0.2448
H -0.0769 -0.9843 1.6894  0.2385
H -1.7165 1.5921 -0.3538  0.2321
H -1.4003 1.0686 1.3022  0.2554
H -0.2227 2.1088 0.4818  0.2581

For the HOMO-LUMO gap, the calculation gives 8.6 eV. For the HOMO energy, the calculation gives -8.261 eV.

Least stable = B)

A) ORCA calculation (ωB97M-V with the def2-TZVPD basis set) on an isolated ion of composition C5H12NS2 and charge +1.

Each line ends with the natural charge from an NBO analysis.
Geometry (Å):
C 3.2274 -0.5336 -0.0804  -0.6543
C 1.9835 0.1574 0.3133  -0.1084
C 0.7791 -0.3286 0.2275  -0.0585
S 0.2472 -1.8894 -0.5105  0.0122
N -0.4173 0.4792 0.7050  -0.6203
C -1.2186 1.2859 -0.2697  -0.2524
C -2.5512 0.5778 -0.8174  -0.6023
S -3.2746 -0.6138 0.2951  0.0355
H 3.8260 -0.0019 -0.7647  0.2543
H 3.1707 -1.5896 -0.2879  0.2466
H 3.7548 -0.4726 0.8807  0.2479
H 2.0302 1.2229 0.6107  0.2298
H 0.4854 -2.5890 0.6967  0.1766
H -0.3954 0.8553 1.6918  0.4548
H -1.2030 -0.1817 0.9222  0.4527
H -0.6568 1.5083 -1.2064  0.2535
H -1.4721 2.2186 0.3260  0.2420
H -3.3425 1.4599 -0.9155  0.2783
H -2.5086 0.1304 -1.8627  0.2624
H -2.4644 -1.6956 0.0462  0.1494

Its charge is +1. For the HOMO-LUMO gap, the calculation gives 10.2 eV. As for the structure (SMILES): C/C=C(\S)[NH2+]CCS. For the HOMO energy, the calculation gives -13.474 eV.

B) ORCA calculation (ωB97M-V with the def2-TZVPD basis set) on a 2-piece molecular cluster, C5H12NS2 overall.

Each line ends with the natural charge from an NBO analysis.
Geometry (Å):
C -2.7513 0.0094 -0.3296  -0.3381
C -0.2515 1.7371 -0.3229  -0.4316
C 1.5893 0.4068 -1.0500  -0.4380
C 0.4481 -1.7086 0.9550  -0.5321
C 0.5595 -0.1739 1.0084  -0.2356
N 0.3263 0.4171 -0.3411  -0.4464
S -4.1920 -0.5450 -0.3901  0.3399
S -0.8826 -2.1839 -0.2293  0.0485
H 1.4692 0.0803 1.5679  0.2515
H -0.4470 2.0909 -1.3262  0.2381
H -1.2056 1.7737 0.3717  0.2574
H 0.4353 2.5083 0.0695  0.2328
H 1.4715 1.1060 -1.9248  0.2341
H 2.5047 0.8166 -0.5311  0.2487
H 1.7171 -0.6324 -1.4217  0.2334
H 0.0437 -1.9707 1.9274  0.2501
H 1.3804 -2.2280 0.8257  0.2499
H -0.2018 0.1501 1.6121  0.2171
H -0.2606 -0.3287 -0.8698  0.4813
H -1.7527 -1.3252 0.3989  0.1389

Its charge is +1. For the HOMO-LUMO gap, the calculation gives 9.3 eV. For the HOMO energy, the calculation gives -13.434 eV.

Least stable = B)

A) ORCA calculation (ωB97M-V with the def2-TZVPD basis set) on a 3-piece molecular cluster, C4H14NO overall.

Each line ends with the natural charge from an NBO analysis.
Geometry (Å):
C 2.1724 -1.0306 -0.0826  -0.6170
C 1.6953 -0.1392 -1.2602  -0.3950
C 0.4694 0.7240 -1.0172  -0.3886
C -0.9344 0.1254 -1.2669  -0.6068
N -2.7209 -0.2706 1.7820  -1.0506
H 2.7185 -1.8940 -0.4726  0.2145
H 2.6548 -0.4203 0.6847  0.2097
H 1.2647 -1.5157 0.3418  0.2026
H 2.5064 0.5113 -1.5579  0.1972
H 0.5958 1.6629 -1.5579  0.1986
H 0.5580 0.8215 0.0975  0.2127
H -0.9815 -0.8744 -0.8356  0.2141
H -1.0113 0.0838 -2.3743  0.1959
H -1.7266 0.7945 -0.9381  0.2149
H -1.7711 0.1354 1.8655  0.3685
H -3.4737 0.4064 1.8452  0.3522
H -2.8752 -0.7904 2.6472  0.3467
H -0.3806 1.6066 2.4000  0.4335
H 1.4747 -0.7458 -2.1569  0.1902
O -0.2349 0.8092 1.8562  -0.4934

For the HOMO-LUMO gap (alpha / beta), the calculation gives 10.7 / 7.3 eV. For the HOMO energy (alpha / beta), the calculation gives -10.031 / -9.879 eV. As for the spin multiplicity: 2. The expectation value of S² is 0.75.

B) ORCA calculation (ωB97M-V with the def2-TZVPD basis set) on a 2-piece molecular cluster, C4H14NO overall.

Each line ends with the natural charge from an NBO analysis.
Geometry (Å):
C 0.0140 1.7422 -1.0836  -0.6810
C 0.1233 0.3682 -0.3953  -0.0892
C 1.4923 -0.2684 -0.6462  -0.4355
C 1.6837 -0.4808 -2.1448  -0.6139
N -0.2991 0.6665 1.1048  -1.0811
H 0.8842 2.0747 -1.6531  0.2180
H -0.0962 2.5926 -0.4098  0.2330
H -0.8679 1.8370 -1.7231  0.2232
H -0.7089 -0.1955 -0.7833  0.2115
H 2.2058 0.4545 -0.2513  0.2113
H 1.7308 -1.1827 -0.1023  0.2234
H 1.9625 0.4642 -2.6054  0.2101
H 2.4091 -1.2576 -2.3622  0.2224
H 0.7541 -0.7533 -2.6518  0.2054
H 0.6047 0.9845 1.5137  0.2943
H -1.0106 1.4455 1.1740  0.2757
H -0.6966 -0.1066 1.6699  0.4127
H -3.2162 -1.6559 3.0538  0.4719
H -2.2337 -2.7017 2.5051  0.4664
O -2.4339 -1.7895 2.5158  -0.9785

For the HOMO-LUMO gap (alpha / beta), the calculation gives 4.0 / 12.4 eV. For the HOMO energy (alpha / beta), the calculation gives -3.084 / -11.749 eV. As for the spin multiplicity: 2. The expectation value of S² is 0.75.

Least stable = B)

A) ORCA calculation (ωB97M-V with the def2-TZVPD basis set) on a 2-piece molecular cluster, C2H6N2O3P overall.

Each line ends with the natural charge from an NBO analysis.
Geometry (Å):
C 0.1495 -0.2655 1.2341  -0.2971
C 0.2846 -1.2319 0.1660  -0.2780
N -0.6369 -1.5106 1.2691  -0.1350
N -0.6042 1.2358 -1.6160  -1.3810
O 1.9008 0.1692 -1.7386  -1.1113
O 1.4606 2.5389 -0.6794  -1.1340
O -1.9818 -1.4195 1.0447  -0.5790
P 0.9823 1.3332 -1.3947  2.2770
H 0.8853 -0.1368 1.9887  0.1850
H -0.3345 0.6387 1.1593  0.2063
H -0.0473 -0.9986 -0.8275  0.2477
H 1.1021 -1.7830 0.2898  0.1937
H -2.1971 -0.7653 0.2804  0.4460
H -0.9635 2.1955 -1.1759  0.3597

Its charge is -1. For the HOMO-LUMO gap, the calculation gives 9.1 eV. For the HOMO energy, the calculation gives -5.109 eV.

B) ORCA calculation (ωB97M-V with the def2-TZVPD basis set) on an isolated ion of composition C2H6N2O3P and charge -1.

Each line ends with the natural charge from an NBO analysis.
Geometry (Å):
H -1.7801 1.4497 -0.7695  0.3309
N -1.0703 1.5066 -0.0327  -0.7080
C -0.7741 0.3496 0.2990  0.4921
C -1.4756 -0.9794 -0.0913  -0.7456
N 0.6405 0.1972 1.3397  -0.9580
P 1.6856 -0.0893 -0.0402  2.4070
O 1.0695 -0.6600 -1.2994  -1.1857
O 2.8379 -0.9080 0.4382  -1.1784
O 2.1223 1.4900 -0.3011  -1.0174
H -0.7772 -1.5475 -0.7729  0.3087
H -2.2245 -0.5290 -0.8448  0.1955
H -1.9212 -1.5924 0.7371  0.2185
H 0.3490 -0.7316 1.6899  0.3510
H 1.3182 2.0440 -0.3519  0.4893

Its charge is -1. For the HOMO-LUMO gap, the calculation gives 8.3 eV. As for the structure (SMILES): [H]/N=C(\C)N[P@](=O)([O-])O. For the HOMO energy, the calculation gives -4.536 eV.

Least stable = A)